ORCA calculation (wB97M-V/def2-TZVPD) on a molecular structure, C31H25CrN6O5P.

Results
Frontier orbital gap (spin up / spin down), eV: 4.70 / 7.03
E_LUMO (spin up / spin down), eV: -0.4 / -0.4
Energy relative to the best compared isomer or geometry (same formula, charge and spin), kcal per mole: 32.6

Structure (ORCA input):
```
! wB97M-V def2-TZVPD RIJCOSX def2/J DEFGRID3
* xyz 0 5
Cr 0.369 0.034 0.098
N -3.330 0.839 -1.629
C -3.941 0.305 -0.513
C -2.937 -0.005 0.352
N -1.726 0.325 -0.209
C -2.003 0.835 -1.397
C -0.891 1.278 -2.212
N 0.298 1.180 -1.661
C 1.210 1.604 -2.587
C 0.546 1.974 -3.717
N -0.797 1.768 -3.466
H -3.797 1.178 -2.453
H -5.007 0.198 -0.439
H -3.011 -0.437 1.332
H 2.264 1.577 -2.378
H 0.895 2.340 -4.663
H -1.544 1.910 -4.123
C -3.133 -3.380 -1.093
C -1.892 -3.087 -1.862
N -0.915 -2.297 -1.474
C 0.018 -2.325 -2.483
C -0.416 -3.136 -3.499
N -1.632 -3.613 -3.080
C 0.073 -3.561 -4.836
O 1.184 -3.012 -5.268
O -0.586 -4.354 -5.475
C 1.334 -1.623 -2.363
O 2.049 -1.570 -3.386
O 1.632 -1.180 -1.228
H -2.960 -3.161 -0.041
H -3.418 -4.427 -1.192
H -3.968 -2.767 -1.438
H -2.169 -4.274 -3.621
H 1.566 -2.374 -4.563
O 2.209 1.092 0.390
C 1.890 0.398 1.366
C 2.210 0.056 2.666
C 3.309 0.542 3.443
C 3.413 0.175 4.758
C 2.473 -0.677 5.373
C 1.417 -1.187 4.619
C 1.284 -0.844 3.291
P 0.080 -1.462 2.094
C 0.464 -3.236 1.940
C 1.173 -3.670 0.825
C 1.554 -5.000 0.713
C 1.224 -5.905 1.709
C 0.525 -5.475 2.831
C 0.154 -4.147 2.950
C -1.508 -1.431 2.993
C -1.828 -0.255 3.677
C -3.070 -0.101 4.269
C -4.011 -1.122 4.190
C -3.699 -2.294 3.519
C -2.453 -2.447 2.922
H 4.035 1.199 2.985
H 4.242 0.550 5.345
H 2.577 -0.942 6.415
H 0.699 -1.853 5.084
H 1.446 -2.957 0.061
H 2.114 -5.324 -0.155
H 1.516 -6.943 1.619
H 0.277 -6.174 3.619
H -0.380 -3.823 3.836
H -1.094 0.539 3.743
H -3.304 0.814 4.797
H -4.979 -1.006 4.659
H -4.422 -3.096 3.462
H -2.220 -3.367 2.399
*
```

Here are the natural (NBO) charges for atoms 1 to 6, given in e: 0.93, -0.49, -0.09, -0.04, -0.48, 0.32

---

ORCA calculation (wB97M-V/def2-TZVPD) on a molecular structure, C31H25F15IrN5O2PSSb.

Results
Frontier orbital gap (spin up / spin down), eV: 5.36 / 5.03
E_LUMO (spin up / spin down), eV: -9.1 / -9.4
Energy relative to the best compared isomer or geometry (same formula, charge and spin), kcal per mole: 82.5

Structure (ORCA input):
```
! wB97M-V def2-TZVPD RIJCOSX def2/J DEFGRID3
* xyz 2 1
Ir -0.037 0.598 0.607
C 0.968 -3.438 1.993
C 1.013 -2.071 1.419
N -0.094 -1.404 1.177
N -1.235 -2.000 1.397
C -2.429 -1.529 1.209
N -3.491 -2.256 1.528
S -2.747 0.035 0.458
C 2.283 -1.447 1.113
C 3.510 -2.031 1.447
C 4.681 -1.357 1.145
C 4.610 -0.131 0.510
C 3.350 0.378 0.185
N 2.243 -0.263 0.479
H -0.032 -3.852 1.912
H 1.241 -3.410 3.048
H 1.677 -4.094 1.494
H -3.391 -3.099 2.079
H -4.416 -1.855 1.453
H 3.550 -2.977 1.960
H 5.634 -1.774 1.428
H 5.496 0.446 0.292
H 3.263 1.338 -0.299
O -0.541 3.174 1.154
N -0.314 2.486 -0.002
C -0.680 3.103 -1.071
C -0.704 2.630 -2.427
C -0.965 3.586 -3.428
C -1.019 3.231 -4.762
C -0.812 1.910 -5.135
C -0.531 0.955 -4.171
C -0.489 1.294 -2.821
P -0.121 -0.093 -1.703
C 1.430 -0.692 -2.434
C 1.652 -2.011 -2.817
C 2.852 -2.366 -3.411
C 3.844 -1.420 -3.608
C 3.622 -0.100 -3.237
C 2.423 0.266 -2.660
C -1.410 -1.333 -2.027
C -2.575 -0.988 -2.715
C -3.505 -1.966 -3.020
C -3.295 -3.281 -2.631
C -2.166 -3.614 -1.896
C -1.232 -2.644 -1.578
H 0.264 3.258 1.718
H -1.003 4.136 -0.929
H -1.121 4.617 -3.148
H -1.228 3.978 -5.511
H -0.871 1.621 -6.172
H -0.361 -0.071 -4.468
H 0.887 -2.759 -2.695
H 3.001 -3.387 -3.725
H 4.777 -1.704 -4.068
H 4.387 0.640 -3.413
H 2.235 1.298 -2.398
H -2.747 0.033 -3.020
H -4.393 -1.702 -3.575
H -4.007 -4.044 -2.902
H -2.008 -4.635 -1.584
H -0.367 -2.904 -0.982
F 1.139 1.239 2.400
Sb 2.668 2.314 3.475
F 3.590 0.643 3.208
F 3.196 2.692 1.636
F 4.021 3.235 4.329
F 1.495 3.794 3.126
F 1.863 1.597 5.001
F -0.722 0.388 4.753
C -1.344 1.535 4.504
F -0.428 2.414 4.110
F -1.895 1.977 5.617
C -2.390 1.311 3.365
O -1.760 0.770 2.303
C -3.138 2.637 3.006
F -4.236 2.795 3.728
F -3.508 2.577 1.716
F -2.385 3.715 3.142
C -3.442 0.281 3.874
F -2.868 -0.925 3.982
F -4.010 0.565 5.020
F -4.402 0.136 2.943
*
```

Here are the Mulliken charges for atoms 1 to 6, given in e: 1.47, -2.07, 0.91, 1.95, -1.64, 0.21

---

ORCA calculation (wB97M-V/def2-TZVPD) on a molecular structure, C31H25FeO3.

Results
Frontier orbital gap (spin up / spin down), eV: 4.98 / 4.14
E_LUMO (spin up / spin down), eV: 2.5 / -0.1
Energy relative to the best compared isomer or geometry (same formula, charge and spin), kcal per mole: 23.5

Structure (ORCA input):
```
! wB97M-V def2-TZVPD RIJCOSX def2/J DEFGRID3
* xyz -1 5
C -3.659 -0.054 -3.744
C -4.033 -0.734 -2.578
C -3.057 -1.245 -1.718
C -1.686 -1.087 -2.002
C -0.637 -1.522 -1.027
C -0.938 -1.385 0.300
C -0.027 -1.420 1.504
C -0.657 -2.110 2.732
C 0.141 -2.942 3.525
C -0.245 -3.229 4.835
C -1.473 -2.760 5.316
C -2.345 -2.082 4.452
C -1.946 -1.778 3.142
C 0.659 -2.031 -1.577
C 1.890 -1.921 -0.905
C 3.095 -2.355 -1.463
C 3.098 -2.958 -2.721
C 1.884 -3.108 -3.409
C 0.689 -2.661 -2.845
C -1.327 -0.411 -3.189
C -2.301 0.108 -4.047
H -4.420 0.351 -4.413
H -5.089 -0.870 -2.333
H -3.361 -1.780 -0.817
H -1.979 -1.178 0.543
H 0.846 -2.027 1.253
H 1.097 -3.292 3.133
H 0.428 -3.797 5.476
H -1.751 -2.930 6.358
H -3.331 -1.765 4.801
H -2.614 -1.227 2.475
H 1.938 -1.400 0.050
H 4.019 -2.204 -0.900
H 4.037 -3.307 -3.156
H 1.878 -3.573 -4.395
H -0.243 -2.795 -3.402
H -0.268 -0.272 -3.425
H -1.990 0.637 -4.952
O 6.893 2.119 2.347
C 5.833 2.343 1.925
Fe 4.346 2.848 1.150
C 4.990 4.551 1.140
O 5.523 5.576 1.079
C 4.937 2.495 -0.466
O 5.566 2.508 -1.446
C 2.017 1.152 3.610
C 1.279 -0.087 3.202
C 0.429 -0.034 1.915
C 1.107 0.689 0.787
C 2.420 1.019 0.632
C 3.503 1.160 1.622
C 3.155 1.570 3.005
H 1.691 1.588 4.558
H 2.003 -0.921 3.116
H 0.601 -0.337 4.035
H -0.491 0.547 2.142
H 0.438 0.850 -0.073
H 2.759 1.137 -0.412
H 4.279 0.384 1.537
H 3.905 2.149 3.573
*
```

Here are the natural (NBO) charges for atoms 1 to 6, given in e: -0.23, -0.22, -0.25, 0.01, 0.10, -0.13

---

ORCA calculation (wB97M-V/def2-TZVPD) on a molecular structure, C31H26GeIrNS4.

Results
Frontier orbital gap (spin up / spin down), eV: 4.22 / 4.25
E_LUMO (spin up / spin down), eV: -11.9 / -11.9
Energy relative to the best compared isomer or geometry (same formula, charge and spin), kcal per mole: 18.6

Structure (ORCA input):
```
! wB97M-V def2-TZVPD RIJCOSX def2/J DEFGRID3
* xyz 3 2
Ir 0.021 0.109 -0.145
S 1.224 1.949 -0.745
C 2.474 1.834 0.413
C 3.735 2.377 0.092
C 4.797 2.191 0.955
C 4.609 1.511 2.155
C 3.345 1.025 2.522
C 2.291 1.169 1.653
S 0.620 0.745 2.106
C 0.669 -1.001 2.663
C -0.418 -1.836 2.039
C -0.857 -2.976 2.683
C -1.765 -3.809 2.042
C -2.221 -3.468 0.779
C -1.770 -2.296 0.200
C -2.251 -1.815 -1.125
S -0.921 -1.040 -2.101
C 0.174 -2.430 -2.335
C -0.146 -3.336 -3.318
C 0.683 -4.447 -3.535
C 1.837 -4.632 -2.780
C 2.190 -3.705 -1.821
C 1.368 -2.577 -1.586
S 1.916 -1.380 -0.521
N -0.887 -1.503 0.823
H 3.867 2.902 -0.846
H 5.772 2.585 0.701
H 5.441 1.378 2.835
H 3.207 0.563 3.492
H 0.564 -1.018 3.747
H 1.659 -1.386 2.407
H -0.474 -3.223 3.664
H -2.103 -4.718 2.521
H -2.927 -4.096 0.253
H -2.991 -1.017 -1.007
H -2.697 -2.617 -1.710
H -1.023 -3.189 -3.937
H 0.423 -5.157 -4.308
H 2.473 -5.488 -2.962
H 3.102 -3.822 -1.251
Ge -1.765 1.799 -0.038
C -0.689 3.445 0.239
C -0.425 4.298 -0.881
C 0.408 5.393 -0.744
C 0.965 5.680 0.495
C 0.695 4.874 1.618
C -0.137 3.786 1.498
C -3.204 1.722 1.265
C -4.236 2.644 1.092
C -5.353 2.597 1.913
C -5.438 1.640 2.916
C -4.415 0.721 3.095
C -3.290 0.773 2.281
H -2.411 2.022 -1.421
H -0.874 4.085 -1.845
H 0.613 6.030 -1.594
H 1.597 6.552 0.605
H 1.124 5.127 2.579
H -0.390 3.205 2.377
H -4.182 3.401 0.316
H -6.154 3.309 1.769
H -6.297 1.623 3.573
H -4.495 -0.035 3.865
H -2.485 0.062 2.447
*
```

Here are the natural (NBO) charges for atoms 1 to 6, given in e: 0.16, 0.64, -0.33, -0.10, -0.19, -0.08

---

Which value of energy relative to the best compared isomer or geometry (same formula, charge and spin) does entry 3 give?
23.5 kcal per mole

---

Among the records above, which one has the highest energy relative to the best compared isomer or geometry (same formula, charge and spin)?
C31H25F15IrN5O2PSSb

---

Which formula does entry 2 have?
C31H25F15IrN5O2PSSb